# C45H43AsCrN4O4PS3

C45H43AsCrN4O4PS3 as an isolated structure (the ωB97M-V functional and the def2-TZVPD basis, OMol25).

ΔE to the lowest compared entry with this formula, charge and spin	0.4394	eV
<S²>	8.7883
HOMO (spin up / spin down)	0.04805 / -0.05209	Ha
orbital gap (spin up / spin down)	2.33 / 5.05	eV

ORCA input file:
```
! wB97M-V def2-TZVPD RIJCOSX def2/J DEFGRID3
* xyz -2 6
Cr 1.17 -3.01 -1.13
O 0.87 -1.11 -2.19
N 1.94 -0.46 -2.54
C 1.92 0.22 -3.70
C 2.99 0.97 -4.14
C 4.13 1.01 -3.35
C 4.16 0.29 -2.18
C 3.06 -0.47 -1.74
S 3.07 -1.39 -0.30
H 0.99 0.11 -4.24
H 2.91 1.50 -5.08
H 5.00 1.58 -3.66
H 5.04 0.27 -1.55
O -0.31 -2.51 0.22
N -1.55 -3.04 0.10
C -2.46 -2.60 1.06
C -3.76 -3.05 1.03
C -4.19 -3.92 0.04
C -3.23 -4.31 -0.96
C -1.93 -3.86 -0.93
S -0.71 -4.31 -2.09
H -2.05 -1.91 1.78
H -4.44 -2.71 1.80
H -5.20 -4.29 0.01
H -3.51 -4.98 -1.76
C 1.28 1.93 -0.04
C 1.12 3.23 0.72
As 1.97 4.73 -0.25
C 1.12 6.22 0.71
C 0.63 6.09 2.01
C 0.07 7.18 2.66
C -0.01 8.41 2.03
C 0.47 8.55 0.73
C 1.04 7.47 0.08
C 0.71 4.71 -1.75
C -0.67 4.69 -1.54
C -1.54 4.55 -2.61
C -1.04 4.45 -3.91
C 0.33 4.48 -4.12
C 1.20 4.60 -3.05
P 0.26 0.46 0.50
C -1.39 1.21 0.23
C -2.08 2.12 1.03
C -3.30 2.64 0.63
C -3.86 2.26 -0.58
C -3.20 1.33 -1.38
C -1.98 0.80 -0.97
C 0.46 0.50 2.31
C 1.74 0.62 2.86
C 1.96 0.43 4.21
C 0.90 0.10 5.05
C -0.37 -0.03 4.52
C -0.59 0.16 3.16
H 2.33 1.60 -0.10
H 0.97 2.05 -1.08
H 1.55 3.15 1.72
H 0.07 3.48 0.82
H 0.67 5.14 2.51
H -0.31 7.06 3.67
H -0.45 9.26 2.54
H 0.41 9.51 0.22
H 1.40 7.59 -0.93
H -1.07 4.74 -0.54
H -2.61 4.50 -2.43
H -1.72 4.33 -4.74
H 0.72 4.37 -5.13
H 2.27 4.57 -3.22
H -1.65 2.42 1.98
H -3.82 3.34 1.27
H -4.82 2.65 -0.88
H -3.64 1.00 -2.31
H -1.48 0.05 -1.57
H 2.59 0.82 2.21
H 2.96 0.51 4.61
H 1.07 -0.07 6.11
H -1.21 -0.31 5.16
H -1.58 0.03 2.76
N 1.41 -2.94 2.49
C 1.05 -4.13 1.89
S 2.00 -4.83 0.72
N -0.12 -4.62 2.39
C -1.00 -5.63 1.97
C -2.08 -5.88 2.84
C -3.04 -6.82 2.51
C -2.94 -7.53 1.32
C -1.89 -7.27 0.47
C -0.91 -6.33 0.78
H 2.19 -2.51 2.00
H 0.63 -2.29 2.53
H -0.51 -4.06 3.14
H -2.16 -5.32 3.76
H -3.87 -6.98 3.19
H -3.71 -8.25 1.05
H -1.82 -7.77 -0.49
H -0.14 -6.10 0.07
C 3.99 -5.50 -3.37
O 3.11 -5.01 -2.38
C 2.51 -3.75 -2.66
O 2.82 -3.25 -3.73
H 4.45 -6.40 -2.96
H 4.78 -4.78 -3.62
H 3.47 -5.75 -4.30
*
```

Here are the Mulliken charges for atoms 1 to 99, given in e:
1 Cr 0.33
2 O -0.41
3 N 0.77
4 C -0.33
5 C -0.93
6 C -0.41
7 C -0.88
8 C 0.39
9 S -0.61
10 H 0.56
11 H 0.43
12 H 0.37
13 H 0.43
14 O 1.35
15 N 0.06
16 C -0.31
17 C -1.00
18 C -0.49
19 C -0.83
20 C 0.21
21 S -0.69
22 H 0.25
23 H 0.36
24 H 0.31
25 H 0.39
26 C -1.25
27 C -0.40
28 As 0.30
29 C 0.14
30 C -0.02
31 C -0.69
32 C -0.38
33 C -0.57
34 C -0.39
35 C -0.02
36 C 0.05
37 C -0.50
38 C -0.53
39 C -0.49
40 C -0.32
41 P 0.63
42 C 0.26
43 C -0.09
44 C -0.68
45 C -0.63
46 C -0.70
47 C -0.58
48 C 0.46
49 C -0.50
50 C -0.68
51 C -0.61
52 C -0.69
53 C -0.51
54 H 0.66
55 H 0.54
56 H 0.81
57 H -0.11
58 H 0.32
59 H 0.38
60 H 0.35
61 H 0.36
62 H 0.32
63 H 0.24
64 H 0.39
65 H 0.37
66 H 0.40
67 H 0.31
68 H 0.32
69 H 0.38
70 H 0.38
71 H 0.50
72 H 0.22
73 H 0.29
74 H 0.40
75 H 0.35
76 H 0.41
77 H 0.25
78 N -0.46
79 C 0.20
80 S -0.35
81 N -0.02
82 C 0.75
83 C -0.51
84 C -0.54
85 C -0.51
86 C -0.75
87 C -0.51
88 H 0.43
89 H 0.08
90 H 0.23
91 H 0.27
92 H 0.33
93 H 0.35
94 H 0.38
95 H 0.39
96 C -0.76
97 O -0.18
98 C 0.40
99 O -0.69